## A
2 unconnected molecules or ions with the total composition C5H8NO, computed with ωB97M-V with the def2-TZVPD basis set.

Computed properties:
**Orbital gap (alpha / beta)**: 7.60 / 7.59 eV
**E_LUMO (alpha / beta)**: -4.23 / -4.23 eV

ORCA input file:
```
! wB97M-V def2-TZVPD RIJCOSX def2/J DEFGRID3
* xyz 1 1
C -1.783 1.234 -0.996
C -1.484 0.332 -0.279
C 1.547 0.180 0.174
C 1.387 1.641 0.300
C -0.878 -0.700 0.400
N -0.415 -1.942 -0.085
O 2.040 -0.876 0.090
H -2.421 1.977 -1.471
H 0.314 1.862 0.086
H 2.005 1.913 -0.521
H 1.727 1.944 1.320
H -1.094 -0.729 1.542
H -0.781 -2.745 0.491
H 0.655 -1.938 -0.023
H -0.819 -2.154 -1.028
*
```


## B
A molecular structure, C5H8NO, computed with ωB97M-V with the def2-TZVPD basis set.

Computed properties:
**Orbital gap (alpha / beta)**: 8.67 / 8.67 eV
**E_LUMO (alpha / beta)**: -7.10 / -7.10 eV

ORCA input file:
```
! wB97M-V def2-TZVPD RIJCOSX def2/J DEFGRID3
* xyz 1 1
C 0.826 -0.209 -0.530
C 1.482 1.041 -0.386
C -0.459 -0.329 -0.039
C -0.959 -1.668 0.371
C -1.235 0.886 0.308
N 1.943 -0.818 -0.983
O 2.635 0.277 -0.922
H 1.398 1.984 -0.942
H 1.822 1.282 0.652
H -1.928 -1.848 -0.131
H -1.089 -1.714 1.388
H -0.167 -2.452 -0.029
H -0.478 1.762 0.221
H -1.738 0.595 1.348
H -2.052 1.211 -0.327
*
```


## C
2 unconnected molecules or ions with the total composition C5H8NO, computed with ωB97M-V with the def2-TZVPD basis set.

Computed properties:
**Orbital gap (alpha / beta)**: 7.52 / 7.52 eV
**E_LUMO (alpha / beta)**: -5.74 / -5.74 eV

ORCA input file:
```
! wB97M-V def2-TZVPD RIJCOSX def2/J DEFGRID3
* xyz 1 1
C -0.444 1.745 -0.684
C -0.599 0.818 0.077
C 1.087 -2.366 1.451
C -0.029 -2.280 0.544
C 0.041 2.964 -1.226
N -1.080 -0.260 0.714
O -0.275 -2.841 1.680
H 1.746 -3.247 1.262
H 1.254 -1.553 2.019
H 0.003 -2.566 -0.485
H 1.009 3.185 -0.776
H 0.295 2.739 -2.297
H -0.730 3.790 -1.220
H -1.802 -0.919 0.463
H -1.062 -0.127 1.744
*
```


The structure with the greatest stability is A.